Entry 1:
DFT (wB97M-V/def2-TZVPD) results for 8 unconnected molecules or ions with the total composition C46H54Br3N8 at a distorted geometry.

```
111
Properties=species:S:1:pos:R:3:mulliken_charge:R:1
C -0.372 3.208 -4.243 -1.322
C -0.588 2.233 -3.031 -0.224
C 0.759 1.584 -2.574 -0.587
Br 1.636 0.756 -4.166 -0.082
C 0.567 0.473 -1.493 -0.036
N -0.761 0.243 -0.881 0.106
C -0.630 -0.518 0.166 -0.658
C 0.862 -0.852 0.420 -0.132
C 1.386 -2.304 0.216 -1.309
Br 1.007 -3.467 1.785 0.062
C 0.926 -2.986 -1.109 -0.244
C -0.587 -3.418 -1.123 -0.946
Br 1.982 -4.689 -1.230 -0.070
C 1.570 0.369 -0.299 0.503
C 1.494 1.562 0.710 -1.280
H -0.528 2.679 -5.202 0.364
H 0.663 3.598 -4.191 0.345
H -1.113 4.032 -4.202 0.381
H -0.964 2.813 -2.151 0.268
H -1.363 1.465 -3.257 0.293
H 1.444 2.392 -2.253 0.476
H 0.698 -0.457 -2.097 -0.151
H -1.660 0.596 -1.199 0.357
H -1.521 -0.789 0.758 0.447
H 0.967 -0.674 1.520 0.664
H 2.496 -2.251 0.175 0.624
H 1.210 -2.431 -2.024 0.518
H -1.088 -3.185 -0.160 0.287
H -0.694 -4.490 -1.378 0.483
H -1.089 -2.849 -1.936 0.198
H 2.590 0.006 -0.516 0.854
H 0.600 1.533 1.367 0.150
H 1.418 2.502 0.118 0.353
H 2.380 1.575 1.377 0.361
N -0.226 3.020 3.348 -0.134
C -0.057 3.064 4.675 -0.415
C -0.713 3.955 5.507 -0.463
C -1.594 4.859 4.936 -0.218
C -1.786 4.836 3.563 -0.707
C -1.084 3.902 2.820 -0.082
H 0.645 2.340 5.075 0.412
H -0.537 3.943 6.574 0.414
H -2.125 5.574 5.553 0.398
H -2.465 5.527 3.082 0.389
H -1.204 3.845 1.743 0.363
N 3.294 5.983 5.033 -0.584
C 4.535 5.644 5.399 -0.305
C 5.192 4.512 4.945 -0.422
C 4.525 3.677 4.063 -0.277
C 3.237 4.006 3.670 0.405
C 2.671 5.163 4.181 -0.501
H 5.014 6.325 6.094 0.391
H 6.197 4.288 5.274 0.413
H 5.003 2.780 3.687 0.368
H 2.683 3.378 2.985 0.114
H 1.667 5.464 3.901 0.433
N 5.200 -6.868 3.509 -0.534
C 5.380 -6.829 4.833 -0.246
C 4.751 -5.922 5.672 -0.307
C 3.886 -4.999 5.108 -0.469
C 3.684 -5.019 3.736 0.052
C 4.360 -5.969 2.988 -0.238
H 6.068 -7.569 5.227 0.357
H 4.935 -5.939 6.738 0.367
H 3.376 -4.272 5.729 0.370
H 3.017 -4.314 3.257 0.206
H 4.231 -6.026 1.912 0.385
N -2.179 -4.049 -4.298 -0.269
C -1.068 -4.196 -5.028 -0.338
C -0.898 -5.187 -5.981 -0.508
C -1.936 -6.079 -6.193 -0.208
C -3.099 -5.947 -5.448 -0.379
C -3.169 -4.922 -4.521 -0.524
H -0.282 -3.476 -4.824 0.519
H 0.024 -5.258 -6.544 0.482
H -1.842 -6.868 -6.929 0.401
H -3.930 -6.625 -5.585 0.426
H -4.058 -4.777 -3.916 0.396
N 4.431 2.136 8.516 -0.535
C 4.595 2.179 9.842 -0.281
C 3.935 3.071 10.672 -0.291
C 3.056 3.975 10.098 -0.472
C 2.870 3.950 8.724 -0.265
C 3.577 3.016 7.985 -0.315
H 5.294 1.456 10.246 0.370
H 4.105 3.059 11.741 0.371
H 2.521 4.689 10.712 0.375
H 2.194 4.641 8.238 0.400
H 3.463 2.956 6.907 0.648
N -1.126 -1.511 -8.471 -0.571
C -1.901 -0.517 -8.920 -0.414
C -3.244 -0.384 -8.604 -0.376
C -3.823 -1.336 -7.779 -0.458
C -3.040 -2.376 -7.303 -0.109
C -1.706 -2.416 -7.675 -0.092
H -1.406 0.201 -9.564 0.394
H -3.822 0.443 -8.995 0.412
H -4.871 -1.268 -7.510 0.565
H -3.455 -3.139 -6.658 0.296
H -1.056 -3.203 -7.330 0.375
N -6.851 -0.403 -6.252 -0.374
C -6.678 -0.408 -4.926 -0.150
C -7.302 0.476 -4.062 -0.551
C -8.155 1.428 -4.600 -0.131
C -8.350 1.455 -5.971 -0.489
C -7.680 0.523 -6.747 -0.151
H -6.000 -1.168 -4.552 0.380
H -7.126 0.422 -2.996 0.349
H -8.662 2.138 -3.959 0.370
H -9.007 2.182 -6.429 0.360
H -7.803 0.503 -7.824 0.373
```

## Properties
2S+1 = 1
gap between HOMO and LUMO = 6.75 eV
total charge = +1
total energy = -9945.0191 a.u.

---

Entry 2:
DFT (wB97M-V/def2-TZVPD) results for 9 unconnected molecules or ions with the total composition C46H54BrN8O3S3 at a distorted geometry.

```
115
Properties=species:S:1:pos:R:3:mulliken_charge:R:1
O 4.646 2.205 2.876 -0.555
S 5.965 1.711 2.647 1.294
O 7.107 2.409 3.133 -0.655
O 6.063 1.554 1.072 -0.172
C 6.019 0.041 3.222 -1.307
C 5.038 -0.936 2.581 -0.172
C 3.565 -0.493 2.664 -0.974
S 2.827 -0.505 1.028 0.486
S 3.309 1.313 0.162 0.250
C 1.021 -0.445 1.214 -0.353
C 0.499 0.107 2.546 -0.311
C -0.822 0.817 2.251 -0.750
Br -0.480 2.577 1.496 -0.114
H 6.618 0.807 0.806 0.245
H 7.044 -0.307 3.098 0.482
H 5.839 0.133 4.293 0.465
H 5.126 -1.874 3.128 0.454
H 5.328 -1.183 1.558 -0.160
H 2.964 -1.240 3.187 0.706
H 3.415 0.465 3.155 0.612
H 2.087 1.688 -0.247 0.059
H 0.695 0.233 0.427 -0.062
H 0.645 -1.433 0.974 0.291
H 1.197 0.836 2.950 0.271
H 0.333 -0.697 3.260 0.433
H -1.421 0.960 3.144 0.460
H -1.406 0.282 1.506 0.007
N 0.670 -3.468 -0.387 -0.253
C -0.225 -3.119 -1.306 -0.045
C -1.185 -3.983 -1.807 -0.701
C -1.190 -5.291 -1.349 -0.226
C -0.256 -5.671 -0.395 -0.556
C 0.642 -4.722 0.065 -0.230
H -0.182 -2.089 -1.635 0.442
H -1.903 -3.635 -2.537 0.444
H -1.916 -6.002 -1.721 0.385
H -0.232 -6.679 -0.005 0.380
H 1.370 -4.974 0.828 0.380
N 3.954 7.219 -0.706 -0.544
C 4.473 7.610 0.454 -0.208
C 4.889 6.733 1.447 -0.603
C 4.756 5.373 1.223 0.065
C 4.218 4.956 0.016 0.202
C 3.834 5.912 -0.912 -0.507
H 4.559 8.682 0.595 0.355
H 5.304 7.110 2.371 0.388
H 5.062 4.655 1.974 0.350
H 4.099 3.902 -0.200 0.063
H 3.412 5.620 -1.868 0.352
N -2.066 -0.330 -1.197 0.035
C -1.870 0.923 -1.609 -0.362
C -2.865 1.887 -1.639 -0.696
C -4.137 1.534 -1.215 -0.409
C -4.360 0.237 -0.783 -0.222
C -3.296 -0.653 -0.796 -0.263
H -0.863 1.163 -1.937 0.381
H -2.646 2.888 -1.985 0.434
H -4.944 2.254 -1.219 0.466
H -5.339 -0.068 -0.443 0.363
H -3.428 -1.676 -0.459 0.418
N -4.135 -0.196 3.855 -0.535
C -4.615 0.597 2.899 -0.073
C -5.425 1.694 3.142 -0.476
C -5.771 1.978 4.454 -0.458
C -5.287 1.159 5.460 -0.370
C -4.474 0.091 5.110 -0.278
H -4.329 0.338 1.883 0.592
H -5.777 2.307 2.323 0.437
H -6.405 2.823 4.687 0.393
H -5.533 1.341 6.497 0.384
H -4.076 -0.571 5.871 0.383
N 8.353 1.445 -3.301 -0.539
C 9.670 1.584 -3.163 -0.335
C 10.267 2.206 -2.075 -0.280
C 9.453 2.714 -1.076 -0.529
C 8.078 2.582 -1.211 -0.278
C 7.584 1.944 -2.337 -0.369
H 10.275 1.178 -3.966 0.365
H 11.343 2.288 -2.017 0.411
H 9.878 3.206 -0.212 0.423
H 7.405 2.978 -0.466 0.577
H 6.513 1.827 -2.479 0.585
N 6.266 -3.557 -0.447 -0.529
C 7.529 -3.776 -0.804 -0.310
C 8.228 -2.962 -1.683 -0.458
C 7.585 -1.860 -2.223 -0.295
C 6.267 -1.619 -1.862 -0.411
C 5.659 -2.499 -0.981 -0.439
H 8.001 -4.648 -0.364 0.399
H 9.254 -3.190 -1.938 0.393
H 8.094 -1.201 -2.911 0.530
H 5.722 -0.775 -2.265 0.459
H 4.625 -2.358 -0.674 0.709
N -7.645 0.342 0.119 -0.201
C -7.896 -0.898 -0.300 -0.287
C -9.162 -1.459 -0.336 -0.622
C -10.233 -0.690 0.089 -0.101
C -9.991 0.601 0.529 -0.591
C -8.686 1.067 0.523 -0.263
H -7.038 -1.477 -0.628 0.434
H -9.297 -2.470 -0.690 0.356
H -11.239 -1.089 0.078 0.400
H -10.796 1.238 0.870 0.372
H -8.460 2.073 0.859 0.387
N -9.217 -3.969 -3.082 -0.520
C -8.721 -3.991 -4.317 -0.193
C -9.463 -3.682 -5.447 -0.386
C -10.793 -3.330 -5.288 -0.166
C -11.325 -3.302 -4.009 -0.530
C -10.496 -3.630 -2.948 -0.092
H -7.677 -4.272 -4.402 0.362
H -9.006 -3.716 -6.426 0.348
H -11.405 -3.081 -6.146 0.375
H -12.357 -3.033 -3.836 0.346
H -10.877 -3.624 -1.932 0.486
```

## Properties
2S+1 = 1
gap between HOMO and LUMO = 7.94 eV
total charge = +1
total energy = -6217.2991 a.u.